A cluster of 17 separate species, C67H150B3F24N9O17 in total in a non-equilibrium geometry, computed with the ωB97M-V functional and the def2-TZVPD basis.

Atoms and positions in Å:
H (-13.606, 24.181, 11.694)
F (-14.520, 17.047, 3.682)
H (-23.558, 20.777, 11.760)
H (-20.211, 18.422, 12.518)
H (-22.751, 16.414, 14.049)
H (-11.372, 20.788, 5.654)
F (-17.284, 15.806, 10.884)
H (-22.169, 22.634, 12.446)
F (-18.906, 17.186, 11.189)
B (-13.973, 25.609, 6.382)
C (-16.408, 20.602, 7.551)
C (-11.415, 18.555, 1.500)
H (-13.433, 19.172, 4.920)
H (-22.355, 22.393, 9.715)
C (-17.412, 28.220, 7.532)
C (-17.982, 27.652, 17.025)
H (-16.484, 20.111, 8.530)
H (-13.770, 19.871, 13.481)
C (-18.968, 28.578, 16.276)
H (-14.816, 21.260, 2.506)
H (-11.437, 19.748, 3.399)
H (-14.313, 19.277, 8.753)
C (-22.705, 16.233, 12.973)
C (-17.734, 29.570, 8.212)
H (-18.833, 15.446, 8.770)
F (-15.897, 18.074, 4.975)
H (-24.710, 23.626, 11.306)
H (-14.454, 26.755, 9.992)
H (-15.352, 20.826, 7.355)
C (-14.664, 21.607, -0.706)
H (-10.184, 28.396, 10.596)
F (-25.430, 19.549, 13.602)
C (-11.903, 21.486, 6.298)
H (-14.424, 21.127, 4.853)
O (-16.988, 27.155, 16.095)
H (-21.061, 20.046, 8.333)
H (-21.450, 21.515, 7.559)
H (-19.063, 20.653, 15.350)
O (-24.277, 22.380, 8.931)
O (-20.687, 19.256, 15.287)
H (-13.501, 22.686, 6.214)
C (-17.245, 26.348, 15.129)
H (-16.605, 21.803, 12.137)
H (-23.551, 15.712, 12.524)
H (-15.382, 27.929, 8.223)
O (-17.508, 28.510, 11.537)
B (-20.622, 24.736, 8.219)
C (-15.198, 20.838, 0.528)
H (-20.834, 20.311, 17.026)
H (-18.101, 22.323, 4.187)
C (-17.342, 21.727, 7.495)
C (-23.386, 18.484, 13.014)
C (-11.098, 23.032, 12.726)
H (-12.156, 28.451, 1.203)
H (-21.780, 20.020, 6.677)
C (-17.131, 16.562, 8.080)
C (-15.249, 21.841, 14.742)
C (-11.897, 28.763, 2.228)
F (-21.502, 25.662, 8.861)
H (-11.981, 17.670, 1.144)
H (-12.645, 22.737, 4.888)
F (-15.122, 26.270, 5.844)
C (-24.223, 22.937, 7.613)
H (-19.786, 28.155, 5.682)
H (-10.654, 23.160, 5.774)
H (-16.264, 21.341, 14.719)
O (-22.816, 17.466, 12.293)
H (-12.856, 18.337, 8.417)
H (-16.222, 23.245, 8.049)
C (-19.329, 28.166, 4.680)
H (-14.810, 28.291, 10.751)
C (-12.286, 21.013, 11.741)
F (-15.992, 18.435, 2.859)
C (-16.995, 22.707, 8.590)
C (-11.937, 18.920, 2.959)
H (-20.450, 16.019, 13.010)
H (-12.443, 26.819, 3.934)
F (-25.545, 17.468, 13.007)
H (-14.258, 20.967, 10.776)
O (-21.131, 25.462, 3.083)
H (-17.715, 23.440, 6.104)
C (-15.129, 18.211, 3.860)
H (-20.545, 21.195, 14.888)
C (-14.821, 21.776, 13.275)
H (-19.518, 28.048, 15.532)
H (-13.679, 22.899, 10.410)
H (-13.223, 30.494, 4.391)
C (-20.875, 26.802, 3.413)
C (-24.896, 18.574, 12.776)
F (-15.827, 24.053, 3.119)
C (-20.752, 19.255, 16.697)
H (-13.205, 21.328, 8.073)
F (-13.166, 26.540, 7.039)
O (-13.134, 23.201, 14.386)
H (-11.740, 20.310, 8.064)
H (-20.013, 22.372, 5.842)
C (-23.059, 23.273, 12.426)
H (-16.196, 26.360, 7.978)
H (-20.013, 19.616, 11.504)
H (-18.282, 25.949, 9.324)
H (-16.819, 30.143, 8.285)
N (-18.580, 26.204, 3.225)
H (-18.479, 26.817, 17.522)
H (-17.833, 23.439, 8.636)
F (-19.556, 25.459, 7.663)
F (-16.805, 25.184, 1.377)
C (-16.637, 20.387, 0.580)
C (-18.317, 29.443, 9.612)
C (-15.245, 27.282, 10.621)
H (-23.133, 23.960, 9.416)
H (-11.719, 23.173, -0.989)
H (-12.860, 22.745, -2.285)
H (-16.761, 16.872, 7.155)
H (-22.572, 24.241, 12.374)
H (-18.447, 30.095, 7.533)
C (-18.146, 30.780, 10.267)
H (-16.825, 19.556, -0.165)
H (-16.733, 22.262, 9.496)
C (-16.562, 27.314, 9.850)
C (-12.417, 22.514, 12.180)
H (-15.361, 22.405, -0.990)
H (-18.221, 28.451, 4.762)
H (-11.951, 18.099, 3.685)
C (-21.374, 15.570, 12.618)
H (-15.887, 22.320, 1.906)
H (-11.613, 23.312, 7.302)
C (-19.253, 19.011, 6.531)
C (-17.293, 22.430, 6.145)
O (-13.383, 22.270, -0.273)
C (-12.437, 22.488, -1.317)
C (-9.502, 28.196, 2.277)
H (-20.159, 21.123, 4.739)
C (-13.092, 23.417, 11.131)
H (-17.161, 31.168, 10.136)
C (-23.323, 22.948, 9.773)
F (-14.464, 25.206, 1.677)
N (-15.045, 21.815, 1.636)
O (-19.045, 21.155, 8.974)
H (-15.235, 26.751, 11.562)
H (-21.548, 14.525, 12.963)
C (-14.455, 20.355, 12.819)
B (-15.736, 25.169, 2.276)
H (-14.549, 20.929, -1.549)
H (-19.905, 18.873, 17.295)
H (-14.261, 18.020, 7.421)
H (-14.464, 20.073, 0.719)
H (-10.150, 22.273, 7.325)
H (-14.052, 27.129, 4.143)
H (-18.486, 19.696, 13.303)
N (-24.387, 21.478, 11.445)
C (-13.067, 28.726, 3.242)
H (-20.168, 28.989, 10.584)
H (-16.880, 25.133, 10.007)
C (-15.788, 22.516, 12.323)
O (-16.647, 26.313, 14.038)
F (-13.327, 25.096, 5.303)
H (-23.282, 18.330, 14.093)
F (-21.297, 24.073, 7.173)
C (-13.699, 18.787, 7.962)
H (-18.315, 27.549, 7.574)
H (-18.947, 25.291, 3.013)
C (-21.085, 20.530, 7.381)
N (-13.261, 27.234, 3.490)
H (-22.295, 23.842, 3.421)
F (-20.161, 23.834, 9.186)
N (-13.386, 22.570, 13.364)
H (-25.121, 21.547, 12.109)
N (-20.340, 19.415, 12.473)
H (-18.370, 29.400, 15.959)
H (-10.712, 22.412, 13.561)
C (-19.944, 20.360, 14.778)
H (-15.382, 22.817, 15.084)
F (-18.162, 24.161, 15.929)
F (-16.983, 17.342, 12.318)
H (-13.554, 19.334, 11.186)
H (-13.461, 26.686, 2.602)
H (-16.983, 19.974, 1.482)
H (-15.791, 17.498, 9.954)
N (-13.058, 22.061, 5.580)
F (-19.542, 25.713, 15.728)
C (-16.327, 27.420, 8.291)
C (-12.494, 20.766, 7.446)
H (-17.581, 26.123, 3.540)
H (-18.473, 30.765, 11.271)
H (-16.329, 23.350, 12.830)
C (-13.671, 20.373, 11.517)
C (-19.478, 21.457, 5.546)
O (-10.856, 28.041, 2.796)
H (-19.673, 26.034, 4.943)
F (-25.180, 18.897, 11.479)
C (-14.039, 19.269, 4.023)
N (-17.445, 28.440, 10.436)
F (-18.813, 24.855, 13.959)
H (-23.677, 23.255, 13.349)
H (-18.805, 31.306, 9.609)
H (-19.130, 22.362, 13.167)
C (-18.419, 25.207, 15.188)
C (-17.519, 17.062, 11.111)
H (-16.325, 16.048, 8.622)
H (-13.367, 29.033, 5.358)
H (-16.984, 28.334, 6.460)
H (-18.540, 26.654, 2.275)
H (-17.445, 28.257, 17.767)
H (-21.722, 27.227, 4.002)
H (-14.705, 21.191, 15.444)
H (-20.289, 29.710, 8.970)
O (-17.537, 17.699, 8.830)
H (-21.240, 15.564, 11.544)
H (-17.822, 26.113, 11.105)
H (-19.243, 18.486, 7.478)
C (-19.590, 26.777, 4.154)
C (-18.268, 15.474, 7.862)
O (-13.224, 19.662, 6.924)
O (-13.310, 19.325, 2.825)
O (-16.897, 19.201, 10.382)
H (-11.699, 20.384, 12.450)
H (-10.451, 23.238, 11.934)
C (-19.364, 21.546, 12.542)
C (-10.968, 22.660, 6.687)
H (-9.406, 29.213, 1.801)
H (-8.855, 28.059, 3.207)
H (-10.342, 18.398, 1.545)
C (-18.063, 21.700, 5.100)
H (-17.742, 20.725, 4.767)
F (-15.912, 26.278, 3.147)
H (-24.311, 24.021, 7.724)
H (-16.642, 19.784, 6.842)
N (-18.686, 21.035, 7.831)
C (-16.836, 17.949, 10.078)
H (-21.828, 19.656, 12.544)
C (-19.461, 20.214, 13.309)
F (-14.359, 24.563, 7.269)
C (-19.834, 28.906, 9.598)
H (-11.666, 21.035, 10.825)
H (-18.644, 21.468, 11.720)
H (-24.962, 22.487, 6.988)
H (-12.309, 24.040, 10.660)
H (-18.338, 18.836, 6.046)
H (-20.087, 18.506, 6.019)
H (-19.877, 28.935, 4.032)
H (-20.348, 21.749, 12.102)
H (-21.708, 24.808, 4.911)
O (-22.860, 19.730, 12.556)
H (-15.412, 19.758, 12.728)
H (-11.886, 29.400, 4.984)
H (-20.822, 27.359, 2.485)
C (-23.906, 22.896, 11.150)
H (-16.236, 22.614, 5.957)
H (-14.351, 22.499, 1.461)
H (-11.930, 21.595, -1.531)
H (-13.965, 29.116, 2.753)
C (-12.875, 29.502, 4.507)
H (-23.063, 25.417, 4.030)
H (-19.878, 27.921, 9.123)
H (-23.199, 22.851, 7.211)
H (-15.303, 22.684, 11.403)
C (-22.134, 24.838, 3.963)
H (-19.655, 29.112, 16.970)
C (-17.489, 26.068, 10.099)
H (-24.891, 21.086, 10.660)
H (-18.876, 15.582, 6.962)
C (-19.637, 20.518, 6.774)
H (-9.321, 27.475, 1.471)
H (-11.275, 24.029, 13.138)
H (-17.264, 21.196, 0.266)
H (-21.630, 18.763, 16.986)
O (-14.726, 20.474, 4.162)
H (-11.541, 19.428, 0.856)
H (-11.596, 29.796, 2.192)
H (-17.729, 14.545, 7.752)

Output
strongest force on any atom	8.669	eV/Å
highest occupied orbital energy	-7.0	eV
DFT total energy	-6885.689950	hartree
total charge	+2
Kohn-Sham gap	1.75	eV